Record 1
A structure of composition C7H17NO2 in a non-equilibrium geometry. Source: the Open Molecules 2025 dataset; level of theory: ωB97M-V/def2-TZVPD.

Values from the calculation:
LUMO level   0.795 eV
HOMO   -8.69 eV
Net charge   0

Positions of all 27 atoms, in Å:
C 1.8363 0.0046 0.4836
C 2.1536 -1.4715 0.2780
C 2.8138 0.6138 1.4999
C 0.4128 0.2773 1.0250
O 1.9469 0.6727 -0.7677
O 0.0279 1.4538 1.0917
H 1.5623 1.5495 -0.6157
H 0.0801 -0.4670 1.7750
H 1.5430 -1.9078 -0.5060
H 2.5759 1.6648 1.6499
H 3.1968 -1.5718 -0.0121
H 1.9916 -2.0185 1.2043
H 3.8349 0.5278 1.1322
H 2.7304 0.1004 2.4551
C -1.8727 0.3926 -0.5730
C -2.9972 -0.3232 0.1598
C -2.1857 0.6280 -2.0435
N -0.6043 -0.4266 -0.4306
H -1.6754 1.3578 -0.0862
H -0.7752 -1.4227 -0.3579
H 0.0434 -0.2277 -1.1889
H -2.7135 -0.4777 1.2036
H -2.3746 -0.3131 -2.5533
H -3.2209 -1.2906 -0.3024
H -3.9001 0.2821 0.1443
H -3.0687 1.2585 -2.1374
H -1.3614 1.1346 -2.5279

Cartesian forces, eV/Å:
0.1 0.0 0.3
-0.1 0.5 0.0
-0.2 0.0 -0.3
0.0 0.1 0.2
0.1 0.0 -0.1
0.3 0.3 0.3
0.0 0.1 0.0
0.0 0.0 0.1
-0.1 -0.1 -0.1
0.0 0.0 0.0
0.1 -0.1 0.0
0.0 -0.1 0.1
0.0 -0.1 0.0
0.0 0.0 0.1
0.6 -0.7 -0.1
0.3 0.0 0.1
-0.1 -0.1 0.4
-0.9 0.6 -0.2
0.2 -0.4 0.0
-0.2 0.0 -0.2
0.0 -0.1 0.0
-0.1 -0.1 0.0
0.0 -0.1 -0.1
0.0 0.1 0.0
-0.1 0.0 0.0
-0.1 0.0 0.0
0.2 0.1 -0.2

Atomic partial charges in e from the Löwdin method, atoms 1 to 5:
1. C -0.59
2. C -0.02
3. C -0.02
4. C -0.38
5. O -0.03



Record 2
A cluster of 3 separate species, C7H17NO2 in total in a non-equilibrium geometry. Source: the Open Molecules 2025 dataset; level of theory: ωB97M-V/def2-TZVPD.

Values from the calculation:
LUMO level   0.671 eV
HOMO   -8.27 eV
Structure (SMILES)   C/C=C\O.C=C(C)C.NO
Net charge   0

Positions of all 27 atoms, in Å:
C 1.7575 1.1276 0.5529
C 1.4448 0.0118 1.4980
C 2.7445 1.0519 -0.3415
C 0.8379 2.3054 0.6305
N -0.4743 -0.2390 -2.7455
O 0.3744 -0.1887 -1.6148
H 0.0076 -0.7060 -3.5076
H -0.7200 0.7080 -3.0274
H 1.5512 0.3590 2.5287
H 2.1041 -0.8353 1.3421
H 0.4140 -0.3162 1.3641
H 3.4393 0.2274 -0.3417
H 3.0165 1.8996 -0.9526
H 1.2197 0.3509 -1.6945
H -0.1893 1.9931 0.4470
H 0.8751 2.7381 1.6308
H 1.1139 3.0766 -0.0853
C -1.3927 -2.4330 0.2072
C -2.5989 -0.2876 0.7869
C -2.3452 -1.5758 0.9835
O -2.0598 0.5357 -0.1445
H -1.4363 0.0430 -0.7060
H -3.3216 0.2408 1.3945
H -2.9095 -2.0795 1.7549
H -0.7183 -2.9529 0.8889
H -1.9422 -3.1912 -0.3525
H -0.7922 -1.8635 -0.4963

Cartesian forces, eV/Å:
-0.1 0.0 -0.3
0.1 0.0 0.0
0.4 0.3 0.5
0.2 0.1 0.0
0.1 0.2 -0.2
0.9 0.3 0.2
0.1 0.1 0.1
0.2 -0.1 0.0
0.0 0.0 0.0
0.1 -0.1 0.0
-0.1 0.0 0.0
0.0 -0.3 -0.1
-0.1 0.1 -0.2
-1.3 -0.6 -0.3
-0.1 0.0 0.0
0.0 0.0 0.1
0.0 0.1 0.0
-0.1 0.1 0.0
-0.2 0.0 0.2
0.0 -0.1 -0.1
0.2 -0.1 -0.2
0.0 0.1 0.1
0.0 0.0 0.0
-0.1 0.1 0.2
0.1 0.0 0.0
0.0 -0.1 -0.1
0.1 0.0 -0.1

Atomic partial charges in e from the Löwdin method, atoms 1 to 5:
1. C -0.43
2. C -0.05
3. C -0.01
4. C -0.06
5. N -0.02



Record 3
The ion C7H17NPS with charge +1 in a non-equilibrium geometry. Source: the Open Molecules 2025 dataset; level of theory: ωB97M-V/def2-TZVPD.

Values from the calculation:
LUMO level   -5.359 eV
HOMO   -13.13 eV
Structure (SMILES)   CCC(CC)(P=S)[NH+](C)C
Net charge   +1

Positions of all 27 atoms, in Å:
C 0.2826 2.6975 -0.7819
C -1.6235 0.3499 1.2255
C 0.1728 -1.7152 -1.3303
C 1.0356 -1.9674 0.8727
C 0.2682 1.2651 -1.1161
C -0.2424 0.6239 1.4720
C 0.7904 0.3287 -0.0686
N 0.9922 -1.0753 -0.2974
P 2.4968 0.9926 0.5936
S 3.6443 -0.5644 0.2728
H -0.0943 3.3720 -1.5891
H 1.3836 3.0713 -0.5377
H -0.4522 2.9818 0.0137
H -1.9275 1.1646 0.5347
H -2.2120 0.4748 2.0446
H -1.8149 -0.7071 0.9261
H 0.4871 -1.5791 -2.3487
H 0.5527 -2.7800 -1.3434
H -0.9273 -1.7532 -1.2202
H 1.5146 -2.8931 0.4636
H 1.6723 -1.5855 1.6660
H 0.0739 -2.4185 1.3140
H -0.7693 1.0544 -1.5473
H 0.9816 1.0991 -2.0140
H 0.1862 0.0101 2.3182
H 0.0294 1.6717 1.7568
H 1.9768 -1.1226 -0.7338

Cartesian forces, eV/Å:
1.2 3.2 1.0
-0.7 -0.2 -3.2
-0.3 -3.3 -1.0
0.0 -2.8 0.9
-0.2 -1.9 -3.8
5.3 -0.4 0.1
-1.0 2.4 5.3
-1.1 -0.5 -2.0
0.1 -1.2 -0.4
0.4 1.5 0.1
0.6 -0.9 0.1
-2.4 -0.5 -0.2
1.0 -0.4 -0.1
-0.6 -1.1 -0.2
-1.5 0.5 2.7
0.0 0.9 -0.4
-0.1 1.6 -0.4
-0.9 0.7 0.6
0.8 0.5 0.3
0.0 0.8 0.6
-0.3 0.1 -0.2
0.9 1.6 -1.1
1.2 -0.4 0.8
-1.1 0.3 0.9
-0.2 0.4 -1.0
-0.5 -0.8 -0.5
-0.5 -0.1 1.0

Atomic partial charges in e from the Löwdin method, atoms 1 to 5:
1. C -0.15
2. C -0.12
3. C -0.02
4. C -0.10
5. C -0.33



Record 4
A structure of composition C7H17NS in a non-equilibrium geometry. Source: the Open Molecules 2025 dataset; level of theory: ωB97M-V/def2-TZVPD.

Values from the calculation:
LUMO level (spin up / spin down)   0.110 / -0.394 eV
HOMO (spin up / spin down)   -7.39 / -7.10 eV
Net charge   0

Positions of all 26 atoms, in Å:
C -0.0963 -0.8406 2.4947
C 1.7033 -0.6480 0.6219
C 2.2972 -1.2353 -0.5978
C 0.6110 2.2737 -0.1782
C -1.6949 2.0344 -1.1993
C -1.3077 -2.5747 -0.3637
C -0.4265 1.3080 -0.7273
N -0.7992 0.2410 0.2218
S 0.1408 -1.0246 0.8441
H -0.8630 -0.3761 3.0400
H 0.3302 -1.5748 3.0695
H 2.2945 -0.7515 1.5590
H 1.5439 -1.9185 -1.1259
H 3.0457 -1.9622 -0.3667
H 2.5468 -0.4837 -1.2706
H -0.0615 3.0141 0.2868
H 1.5282 1.8799 0.3934
H 1.1245 2.8087 -1.0030
H -1.9708 2.9523 -0.7103
H -2.5087 1.2874 -1.0221
H -1.6776 2.2319 -2.2700
H -1.9919 -2.8278 0.4974
H -1.6402 -1.7183 -0.8542
H -1.0159 -3.4714 -0.9133
H 0.1085 0.7241 -1.5229
H -1.2204 0.6518 1.0967

Cartesian forces, eV/Å:
-0.1 0.3 -1.7
1.7 -1.4 0.5
-1.9 -2.4 -0.4
1.0 1.0 -0.1
-0.7 -2.1 -0.5
0.1 -0.8 2.2
2.2 -1.7 -0.5
-2.6 0.7 2.0
-1.6 1.5 2.2
-1.4 0.9 -0.3
1.3 -2.0 0.9
-0.7 0.4 -0.7
0.6 1.0 0.4
1.2 0.0 -0.1
1.1 1.1 -1.5
1.2 0.1 0.8
-2.1 0.3 -0.3
-0.6 -0.1 0.0
0.3 0.3 0.6
0.3 0.8 -0.3
0.1 0.0 0.0
1.0 0.4 -0.7
-0.6 1.0 -1.2
0.3 0.5 0.0
-0.9 0.6 0.0
0.5 -0.4 -1.3

Atomic partial charges in e from the Löwdin method, atoms 1 to 5:
1. C -0.28
2. C -0.46
3. C -0.20
4. C -0.08
5. C -0.06



Record 5
A cluster of 2 separate species, C7H17O3P in total in a non-equilibrium geometry. Source: the Open Molecules 2025 dataset; level of theory: ωB97M-V/def2-TZVPD.

Values from the calculation:
LUMO level   0.851 eV
HOMO   -8.88 eV
Structure (SMILES)   CCOC(C)=O.CCOPC
Net charge   0

Positions of all 28 atoms, in Å:
C -2.3047 -1.3817 -0.4125
C 4.1577 0.6879 -1.0707
C 1.0777 -0.2069 2.2487
C -2.8042 3.3356 0.2969
C -1.7837 0.0533 -0.9356
C 3.6112 -0.5354 -0.2923
C 1.7482 -0.7896 1.0385
O 1.4092 -1.7367 0.3463
O -1.6727 0.9069 0.2055
O 2.8605 -0.1979 0.8699
P -3.0928 1.5493 0.7982
H -3.1321 -1.1497 0.1544
H -2.5173 -2.0397 -1.2478
H -1.5527 -1.8496 0.2043
H 3.4564 1.3535 -1.6197
H 4.8513 1.3194 -0.6024
H 4.8742 0.1762 -1.8994
H 0.6845 -0.9103 2.8527
H 0.3624 0.4859 1.9130
H 1.8374 0.3685 2.8235
H -3.7909 3.8538 0.6596
H -1.9967 3.6071 0.8482
H -2.6304 3.3998 -0.6790
H -2.5165 0.4606 -1.7426
H -0.8327 -0.1399 -1.3381
H 4.5338 -1.0785 -0.0137
H 3.0509 -1.0765 -0.8911
H -3.8702 1.2669 -0.4163

Cartesian forces, eV/Å:
2.1 1.7 -1.9
0.5 -1.8 -2.9
2.6 1.9 -1.1
-4.8 -1.5 3.6
-2.4 -1.8 0.5
4.0 3.4 1.7
-2.0 -2.5 0.5
-0.8 0.6 0.6
-0.1 0.0 -0.6
3.3 2.3 -0.8
0.0 0.4 -1.3
-2.2 0.0 1.2
-0.3 -0.1 -0.1
0.3 0.0 0.2
0.1 -0.8 0.5
0.7 0.7 1.4
-1.8 1.1 1.5
-1.6 -2.4 1.8
-1.3 0.8 -0.4
-0.5 -0.4 -0.4
2.0 -0.5 -0.8
2.3 1.3 1.7
0.5 0.5 -4.1
1.3 -0.4 1.4
1.4 0.4 -0.6
-0.7 -0.1 0.3
-2.6 -2.8 -2.8
0.1 0.1 0.9

Atomic partial charges in e from the Löwdin method, atoms 1 to 5:
1. C -0.06
2. C -0.06
3. C 0.05
4. C -0.30
5. C -0.31



Record 6
A cluster of 2 separate species, C7H17OP in total in a non-equilibrium geometry. Source: the Open Molecules 2025 dataset; level of theory: ωB97M-V/def2-TZVPD.

Values from the calculation:
LUMO level (spin up / spin down)   0.298 / 0.297 eV
HOMO (spin up / spin down)   -7.72 / -7.72 eV
Net charge   0

Positions of all 26 atoms, in Å:
C -2.8244 -0.3862 0.8772
C -2.2747 -0.0230 -1.6960
C 1.3254 1.1232 -1.4835
C 2.9451 0.3352 0.2690
C 0.5228 -1.0492 2.1229
C -2.0200 0.2657 -0.2670
C 1.5264 0.7364 0.0020
O 0.7638 -2.0255 -0.4967
P 0.3902 -0.7386 0.2636
H -2.4324 -1.3323 1.1765
H -2.5982 0.2225 1.7710
H -3.9277 -0.3163 0.5315
H -3.2518 -0.3705 -1.7845
H -1.6485 -0.8430 -1.9983
H -2.0392 0.7489 -2.3848
H 1.0237 0.3303 -2.0665
H 0.5279 1.9023 -1.7182
H 2.1432 1.6497 -1.9744
H 3.3810 0.6498 1.1475
H 3.6631 0.6111 -0.5863
H 3.2410 -0.7731 0.1774
H 1.5895 -1.3972 2.2339
H 0.2709 -0.1973 2.7479
H -0.1554 -1.8614 2.3724
H -1.4898 1.1633 0.0734
H 1.3481 1.5753 0.6902

Cartesian forces, eV/Å:
-0.5 2.2 -1.2
1.3 -0.4 0.8
-0.9 3.4 0.5
2.6 -2.8 -3.6
0.7 -0.4 -1.3
3.5 -1.0 2.4
-0.3 -0.2 -0.9
-0.5 2.4 1.0
-1.4 -0.6 0.1
-0.5 -1.2 -0.4
-0.7 0.0 -0.3
1.6 -0.6 1.1
-1.9 -0.4 -0.5
0.3 -0.7 -0.2
0.0 1.0 -0.4
-0.3 -2.1 -1.3
0.4 -0.9 1.0
0.7 -0.5 0.4
0.6 0.9 2.0
-1.1 0.5 1.2
-1.3 1.0 0.5
-1.1 0.4 0.2
0.2 0.2 -0.1
0.1 -0.2 0.0
-0.8 0.1 -0.7
-0.7 -0.3 -0.3

Atomic partial charges in e from the Löwdin method, atoms 1 to 5:
1. C -0.13
2. C -0.12
3. C -0.13
4. C -0.16
5. C -0.20



Record 7
A cluster of 2 separate species, C7H17PS in total in a non-equilibrium geometry. Source: the Open Molecules 2025 dataset; level of theory: ωB97M-V/def2-TZVPD.

Values from the calculation:
LUMO level   0.841 eV
HOMO   -8.72 eV
Structure (SMILES)   CC(C)(C)S.C/C=C\P
Net charge   0

Positions of all 26 atoms, in Å:
C 2.1219 -0.0459 2.1188
C -3.1915 -0.6233 -0.4760
C -0.9911 0.1939 0.4845
C -2.3483 1.6268 -0.9495
C 2.8958 0.5195 0.8354
C 3.0933 -0.0565 -0.3182
C -1.9148 0.1774 -0.7139
P 2.5883 -1.7259 -0.7657
S -0.8967 -0.4253 -2.2809
H 1.7749 -1.1034 2.0778
H 2.8218 0.1637 2.8919
H 1.2332 0.5862 2.4298
H -3.0190 -1.4784 0.0744
H -3.9753 -0.1170 0.1190
H -3.7215 -0.8472 -1.4067
H -1.3775 0.9762 1.1884
H 0.0576 0.4150 0.2550
H -0.8891 -0.7495 0.8470
H -1.5872 2.3112 -1.0163
H -2.9779 1.8406 -1.7986
H -3.0185 1.8821 -0.0486
H 3.3046 1.4928 1.0657
H -0.3922 -1.4458 -1.6241
H 3.5319 0.6378 -1.1095
H 3.4230 -2.5806 -0.0245
H 3.4542 -1.6242 -1.8553

Cartesian forces, eV/Å:
-0.3 0.9 -1.6
-1.0 1.3 -1.0
0.2 2.7 -0.8
-2.7 -0.9 1.3
-1.9 -0.2 3.2
0.7 1.2 -1.3
0.1 1.0 -1.3
-0.6 0.0 -0.8
-1.4 0.9 1.1
0.6 0.7 0.0
0.6 -0.6 1.1
0.9 -0.5 -0.9
0.6 -2.3 0.8
0.7 0.4 -0.1
0.4 -0.2 0.0
0.4 -1.1 -0.1
-0.3 0.6 -0.4
-0.2 -2.8 1.8
2.2 1.5 0.1
-0.3 -0.5 -0.6
1.1 -0.1 -1.2
-0.1 0.3 -0.3
0.4 -0.6 0.2
-0.3 -1.4 0.9
0.4 0.3 0.3
0.1 -0.7 -0.5

Atomic partial charges in e from the Löwdin method, atoms 1 to 5:
1. C -0.10
2. C -0.11
3. C -0.13
4. C -0.13
5. C -0.25



Record 8
A cluster of 2 separate species, C7H18 in total in a non-equilibrium geometry. Source: the Open Molecules 2025 dataset; level of theory: ωB97M-V/def2-TZVPD.

Values from the calculation:
LUMO level   0.975 eV
HOMO   -10.63 eV
Structure (SMILES)   CC(C)C.CCC
Net charge   0

Positions of all 25 atoms, in Å:
C 1.3998 -0.8711 -0.0721
C 1.3516 -2.2378 -0.5816
C 1.4562 -1.0763 1.4978
C 2.6030 -0.0286 -0.5043
H 0.5366 -0.1901 -0.3813
H 0.3964 -2.7131 -0.6635
H 2.0390 -2.9933 0.0255
H 1.1971 -0.1492 1.9650
H 0.8238 -1.9473 1.9401
H 2.4832 -0.9343 1.8739
H 2.6015 0.1927 -1.4922
H 2.7579 0.7858 0.1704
H 3.5952 -0.4624 -0.2618
H 1.8091 -2.3456 -1.5632
C -2.1232 1.2236 -0.7205
C -2.9031 0.3563 0.1773
C -1.7923 2.5573 0.0255
H -1.2536 0.6323 -0.9852
H -2.6124 1.4653 -1.6650
H -2.9580 -0.6513 -0.1563
H -0.9783 2.2704 0.8354
H -1.2392 3.3134 -0.5108
H -3.9599 0.8829 -0.0422
H -2.6474 0.3681 1.2554
H -2.5423 2.9351 0.7227

Cartesian forces, eV/Å:
-0.1 1.7 2.2
2.4 -3.2 -1.0
-0.6 0.8 0.1
1.3 -1.9 3.4
0.6 -1.4 0.6
-0.8 0.0 0.3
-1.4 1.7 -0.8
-1.5 0.7 0.4
1.5 1.6 -0.9
0.2 -1.7 -0.4
-0.1 1.1 -3.0
-0.8 1.4 0.0
-0.5 -0.9 -0.5
-0.1 0.2 -0.5
1.7 1.5 0.0
-4.0 1.6 0.1
2.8 -1.9 2.2
0.8 0.6 -0.2
-0.3 -0.3 0.1
-0.1 -0.9 -0.3
-1.3 0.3 -1.4
-0.5 0.4 -0.5
1.5 -1.8 1.5
0.0 0.3 -0.7
-0.5 0.1 -0.8

Atomic partial charges in e from the Löwdin method, atoms 1 to 5:
1. C -0.47
2. C -0.14
3. C -0.10
4. C -0.09
5. H 0.12